Entry from the OMol25 dataset: a structure of composition C26H20N2O3Tl (ωB97M-V with the def2-TZVPD basis set).

Computed properties:
frontier orbital gap	7.0	eV
energy relative to the best compared isomer or geometry (same formula, charge and spin)	0.00	kcal/mol
2S+1	1
net charge	-1

Each line ends with the Löwdin charge.
CARTESIAN COORDINATES (ANGSTROEM)
Tl: -0.01022 -1.52195 -2.51902  0.747
O: -0.38454 1.17368 -1.66777  -0.109
C: -1.18113 1.35697 -0.49385  -0.321
C: -1.75305 -0.00705 0.04874  -0.622
O: -2.47581 0.06935 1.04263  0.026
O: -1.39238 -1.05517 -0.55548  -0.217
C: -2.32875 2.27512 -0.87225  -0.143
C: -3.22996 2.71425 0.09858  -0.030
C: -4.27613 3.55515 -0.24171  -0.088
C: -4.44593 3.97272 -1.55707  -0.116
C: -3.55742 3.53632 -2.52558  -0.096
C: -2.50401 2.69440 -2.18538  -0.015
C: -0.26070 1.95523 0.56946  -0.123
C: -0.09179 3.32702 0.70918  -0.018
C: 0.86525 3.83637 1.57778  -0.091
C: 1.67241 2.97779 2.30843  -0.106
C: 1.51221 1.60489 2.17230  -0.074
C: 0.54887 1.09948 1.31509  -0.008
H: 0.46302 0.79938 -1.37335  0.013
H: -3.10709 2.36709 1.11467  0.117
H: -4.96765 3.88497 0.52446  0.095
H: -5.26622 4.62940 -1.82129  0.089
H: -3.67949 3.84966 -3.55571  0.093
H: -1.81048 2.35735 -2.94189  0.111
H: -0.71018 4.00281 0.13184  0.117
H: 0.98386 4.90890 1.67663  0.093
H: 2.42433 3.37470 2.97981  0.091
H: 2.14209 0.92415 2.73149  0.101
H: 0.42611 0.02733 1.21274  0.121
C: -0.81012 -6.30333 1.39068  -0.110
C: -1.57081 -5.22776 0.95087  -0.082
C: -0.95811 -4.12026 0.38376  -0.011
C: 0.42792 -4.08995 0.28763  -0.247
C: 1.19947 -5.15801 0.72950  -0.040
C: 0.57418 -6.26789 1.27521  -0.103
N: 1.00049 -2.92924 -0.31464  0.007
N: 2.07376 -2.57400 0.18133  0.083
C: 2.65800 -1.39615 -0.39832  -0.309
C: 3.85502 -1.03071 0.21088  -0.060
C: 4.52594 0.10492 -0.21681  -0.112
C: 3.98761 0.84536 -1.25908  -0.103
C: 2.79171 0.44614 -1.85486  -0.157
C: 2.06775 -0.67672 -1.44606  -0.242
H: -1.29425 -7.17104 1.82182  0.092
H: -2.64881 -5.24796 1.04890  0.101
H: -1.51861 -3.25358 0.04949  0.094
H: 2.27567 -5.10486 0.63364  0.100
H: 1.16774 -7.10911 1.61203  0.094
H: 4.23820 -1.64042 1.02141  0.098
H: 5.45026 0.40903 0.25883  0.090
H: 4.49291 1.74119 -1.60396  0.092
H: 2.40884 1.06400 -2.66577  0.089